Entry 1:
The following is a quantum chemistry calculation of C39H71Br4N5NiO17 as an isolated structure at a distorted geometry, from the OMol25 dataset.

Computed properties:
**E_LUMO (alpha / beta)**: -1.699 / -1.787 eV
**E_HOMO (alpha / beta)**: -6.84 / -6.81 eV
**Frontier orbital gap (alpha / beta)**: 5.14 / 5.03 eV
**<S²>**: 2.005

ORCA input file:
```
! wB97M-V def2-TZVPD RIJCOSX def2/J DEFGRID3
* xyz 0 3
H 1.577 -3.877 -0.181
H -4.415 0.202 1.668
H 2.024 -0.936 -3.778
H -1.006 2.720 7.116
H 1.590 2.178 -1.682
Br -1.481 -6.629 -4.229
H -0.167 -3.297 -5.546
C -4.651 2.568 2.386
C 3.144 -1.692 -1.444
C 3.869 -2.111 -4.446
O 3.388 2.765 1.030
H 2.998 -2.153 0.633
C -0.565 -0.699 0.595
H 0.951 -1.082 5.210
O 0.101 -1.187 1.562
C -1.226 1.473 4.904
H -4.836 3.624 2.593
H 4.957 -2.099 4.304
H -1.705 -0.556 4.142
Ni -1.868 -0.499 -4.371
O -3.768 6.251 -0.756
C 4.178 -2.685 4.788
O -1.286 -1.661 -2.792
H 3.315 0.018 -4.247
Br 1.454 -5.108 -4.884
N -3.189 0.672 3.365
O 3.011 -5.993 -0.304
C 1.276 3.534 1.644
H 5.589 -0.261 -3.365
H -3.135 4.885 1.938
H 0.483 3.740 0.922
C -0.499 2.782 -6.730
H -1.054 0.669 3.033
H 2.103 -1.943 -1.632
C -5.623 0.669 -1.893
C -3.432 -0.067 2.052
C 1.597 0.863 -6.213
N 2.056 -5.843 -1.041
C -0.300 -4.378 -5.469
C 1.852 1.212 -2.107
N 3.719 -0.591 -2.364
H 5.481 -1.696 -2.267
H -3.313 2.686 4.067
C 5.243 -0.645 -2.410
C 3.313 0.842 -1.897
H -4.783 -0.835 -2.993
O -2.210 1.530 5.929
H 3.937 0.510 1.903
C 4.593 -0.350 1.751
O 0.987 3.911 -8.049
H -5.548 1.368 -2.725
H 0.848 -4.245 -1.688
H -3.904 -2.223 2.227
O 2.840 1.831 -7.828
H -0.598 -4.744 -6.448
H -2.356 2.116 -0.519
H 3.797 -2.551 -1.581
H 4.575 -3.612 5.204
H -0.007 -2.354 -0.692
O -1.977 1.229 -5.656
C 1.469 0.737 4.358
C -1.924 0.418 -1.747
H -0.282 1.072 5.284
H 4.036 1.468 -2.418
H 0.395 -5.196 -0.143
C 1.812 -0.714 4.645
H 1.136 0.454 -1.787
O -1.361 1.418 1.621
H 2.000 -1.188 3.681
H -2.826 0.447 1.300
H 3.801 -3.001 -3.809
H -1.809 5.115 0.794
H 5.618 -0.105 -1.547
N -3.466 6.246 0.419
Br -7.348 0.975 -0.832
H 5.605 -0.082 2.047
H 1.233 1.252 5.296
C 0.751 2.917 -7.338
C -1.746 0.493 3.863
H -3.277 4.074 0.416
H 3.368 -2.525 -5.319
H 2.301 0.043 -6.159
H 4.942 -2.033 -4.599
H 2.806 -2.473 6.473
N 2.630 3.707 1.095
O 2.972 -0.627 5.466
Br -5.853 -2.117 -1.167
C 1.154 -4.704 -0.749
C 1.817 1.900 -7.115
O 0.053 -0.278 -4.769
C 3.516 -1.882 5.888
H -3.965 -0.893 4.500
H 0.899 2.532 1.863
O 2.831 4.787 0.571
C -1.214 0.671 0.607
C -3.366 2.189 3.102
C -2.884 4.970 0.882
O -2.363 0.745 -2.872
H -4.277 0.697 5.269
C 3.113 -0.928 -3.735
H 2.257 1.389 3.977
C 0.351 0.674 -5.571
H 1.170 4.172 2.516
C -1.332 -4.668 -4.420
H -1.062 1.112 7.652
H -5.577 2.183 2.822
C -1.870 1.152 -0.512
H -1.189 -4.264 -3.424
H 2.446 -0.524 0.274
O 4.497 -0.749 0.389
C -0.528 -1.414 -0.590
H -2.293 -4.347 -4.822
H -5.175 0.265 3.813
H 3.606 0.886 -0.851
H -2.516 2.102 7.875
H -1.068 2.491 4.542
C 3.225 -1.257 0.045
C -4.227 0.149 4.333
O 1.716 -6.599 -1.924
C -1.700 1.876 7.194
H -4.636 2.363 1.318
O -3.660 7.103 1.255
H 4.335 -1.628 6.564
H -2.154 -1.800 2.526
H -2.519 2.387 2.443
C -0.836 1.699 -5.883
C -3.087 -1.529 2.034
H -6.650 -0.800 -3.073
H 1.764 1.295 -3.194
H -4.745 0.825 -1.271
H 3.428 -2.989 4.054
H -1.249 3.514 -6.993
H -2.839 -1.785 0.999
H 4.255 -1.223 2.314
C -5.732 -0.721 -2.499
H 0.568 0.830 3.748
C -1.215 -0.991 -1.732
*
```

=====

Entry 2:
The following is a quantum chemistry calculation of one molecule with the formula C3H7NO2, from the OMol25 dataset.

Computed properties:
**E_LUMO**: 0.693 eV
**E_HOMO**: -10.18 eV
**Frontier orbital gap**: 10.87 eV
**Energy relative to the best compared isomer or geometry (same formula, charge and spin)**: 33.10 kcal/mol

ORCA input file:
```
! wB97M-V def2-TZVPD RIJCOSX def2/J DEFGRID3
* xyz 0 1
H -0.836 0.361 -1.471
H 0.847 -1.113 1.286
O -0.805 -0.349 0.488
O 0.978 -1.147 -0.773
H 1.218 1.377 -0.466
C 0.607 -0.508 0.398
C -1.447 0.146 -0.595
H 0.924 1.427 1.288
H -3.179 0.063 0.181
H 0.650 -2.053 -0.780
C 1.331 0.837 0.474
N -2.682 0.305 -0.670
H 2.395 0.653 0.641
*
```

=====

Entry 3:
The following is a quantum chemistry calculation of C3H3BeFO2 as an isolated structure at a distorted geometry, from the OMol25 dataset.

Computed properties:
**E_LUMO**: -14.046 eV
**E_HOMO**: -21.46 eV
**Frontier orbital gap**: 7.42 eV
**Energy relative to the best compared isomer or geometry (same formula, charge and spin)**: 35.24 kcal/mol

ORCA input file:
```
! wB97M-V def2-TZVPD RIJCOSX def2/J DEFGRID3
* xyz 2 1
H 0.968 -1.161 -1.008
H 0.867 1.663 -0.929
O -0.190 -0.955 0.813
O -0.755 1.166 0.313
H -1.500 -0.503 -1.018
F 1.451 1.281 0.954
Be -0.833 -1.926 1.374
C -1.034 -0.128 -0.013
C 0.396 -0.456 -0.412
C 0.631 1.020 -0.074
*
```

=====

Entry 4:
The following is a quantum chemistry calculation of C12H16BBr8F24O8P4Zr as an isolated structure at a distorted geometry, from the OMol25 dataset.

Computed properties:
**E_LUMO (alpha / beta)**: -3.696 / -7.725 eV
**E_HOMO (alpha / beta)**: -9.77 / -9.77 eV
**Frontier orbital gap (alpha / beta)**: 6.07 / 2.05 eV
**<S²>**: 0.758

ORCA input file:
```
! wB97M-V def2-TZVPD RIJCOSX def2/J DEFGRID3
* xyz 0 2
Br -4.637 -1.758 4.981
C -3.267 -2.389 3.656
O -3.541 5.933 -2.857
O -5.554 7.307 -0.447
F 0.633 -0.200 -3.699
C 2.680 -0.631 3.917
F 2.361 3.751 -2.785
P 2.548 2.480 -1.869
H 2.174 -5.854 2.927
C 4.995 -1.176 -1.819
H 3.411 -0.703 3.111
F 2.790 1.184 -0.988
F -1.327 -0.308 -4.039
C -3.964 -3.020 2.418
F -0.337 -0.650 1.924
F -2.359 1.090 -0.476
C -4.690 6.454 -2.496
H 4.019 -0.657 5.542
F 2.015 -0.361 1.160
H -4.508 -2.178 1.990
C -4.613 6.770 -1.016
H 4.916 -0.135 -1.504
O 0.667 5.334 -1.733
H 3.605 -1.856 -0.272
Br 3.809 -1.601 -3.402
H 1.840 -1.214 3.539
F 0.208 0.792 0.097
F 0.961 -2.519 -3.949
H -4.790 -3.703 2.621
C 4.616 -2.093 -0.604
F 4.035 3.073 -1.436
P 0.554 -0.699 0.551
O -3.464 6.343 -0.520
Br 5.677 -1.581 0.946
F -2.739 1.513 -2.394
Zr -0.677 0.566 -2.031
F -2.572 -0.442 -1.821
F -4.629 -0.002 -2.459
F 3.116 1.666 -3.163
P -0.224 -1.488 -4.222
F -4.146 -0.342 -0.181
H 6.012 -1.343 -2.173
Br 1.975 -5.510 0.477
O -0.752 2.855 -1.272
Br -2.661 -3.888 1.214
H 0.496 -6.198 2.363
C 3.191 -1.266 5.180
C -0.527 5.337 -1.566
F -0.622 -1.568 -2.675
Br 0.466 -4.236 4.652
F -1.391 -2.603 -4.407
F -4.534 1.940 -0.973
C 1.331 -5.499 2.334
H 1.862 -3.438 2.725
F 1.934 3.257 -0.614
P -3.623 0.625 -1.344
Br 1.916 1.253 4.328
C 0.974 -4.070 2.747
O -2.547 4.243 -1.460
H -2.554 -3.082 4.103
O -5.657 6.782 -3.207
C -1.293 4.017 -1.245
H 4.651 -3.182 -0.628
F 1.134 1.697 -2.160
Br 3.886 -3.062 4.678
H 0.090 -3.661 2.258
F 0.815 -2.275 0.534
F -0.888 -0.984 -0.221
O -1.416 6.256 -1.801
H -2.686 -1.507 3.389
B -2.740 5.660 -1.629
F 0.984 -0.644 -0.999
F 0.096 -1.199 -5.806
H 2.487 -1.407 6.000
*
```